# 1
The following is a quantum chemistry calculation of 6 unconnected molecules or ions with the total composition C30H39ClF15IO17S in a non-equilibrium geometry, from the Open Molecules 2025 dataset.

## Properties
SMILES string = CCOCC[C@@]1(CC(=O)Cl)OS(=O)(=O)O[C@H]1CC(=O)I.CCOC(=O)C(F)(F)F.CCOC(=O)C(F)(F)F.CCOC(=O)C(F)(F)F.CCOC(=O)C(F)(F)F.CCOC(=O)C(F)(F)F
Orbital gap = 10.28 eV
F_max = 0.0268 hartree/bohr
Highest occupied orbital energy = -9.98 eV

ORCA input file:
```
! wB97M-V def2-TZVPD RIJCOSX def2/J DEFGRID3
* xyz 0 1
C 3.2581 3.7983 -3.3309
C 4.7886 2.3649 -5.5478
C -3.7282 -3.9544 -2.9399
F 7.1288 2.7919 -5.4869
F 6.4473 -5.4283 -3.5197
C -3.6498 -4.6192 -1.5749
F -0.2562 7.4135 -4.2382
H -0.6978 -2.9868 1.4104
C -3.7548 -1.5526 1.6462
S -1.6354 0.6696 1.7357
O -2.5579 1.2942 2.6112
F 6.4834 0.8242 -6.1191
C 0.3719 8.5364 -0.3782
C -2.0490 -0.8562 -0.1867
O -0.1002 7.9628 -1.6165
H -4.6542 -4.9062 -1.2779
C 1.6231 9.3621 -0.5826
C -0.0771 6.4123 -3.3692
O 4.0197 1.4838 -5.3004
H -2.8080 -1.1029 -0.9168
Cl -5.5555 0.4470 0.9908
F -2.0815 -1.6219 7.7739
H -0.8668 1.6655 4.8047
H -2.2227 -3.6134 1.9863
C 3.3153 4.0398 -4.8235
H 1.3475 2.1773 6.8584
O -7.2133 -2.9101 4.2381
C -0.5939 0.2094 7.6412
I 1.4395 -0.8339 -3.0190
H -0.1120 -1.8414 -0.3888
F 6.2097 2.5254 -7.4328
O 8.0678 -3.5988 -4.9590
O -0.3744 1.3164 1.6134
H -7.8136 -1.9574 6.6735
F -4.6877 -3.7664 4.3142
C -4.8373 -1.1618 0.6649
H 2.5204 3.5162 -5.3532
C 8.3432 -2.2869 -5.4940
H -4.6547 -3.3998 -3.0231
H -1.7544 -4.9626 0.1906
H 1.4495 10.1353 -1.3314
H -2.9229 -3.2316 -3.0233
H -4.0301 -2.5243 2.0296
C 7.7292 -5.1515 -3.2393
O -0.6554 0.3560 6.3294
H 0.5216 7.7437 0.3535
H 2.4532 8.7462 -0.9243
C 0.9592 2.1302 5.8421
C -1.7518 -3.0834 1.1685
H -9.5735 -2.1094 6.5247
C -0.5530 -0.8708 -2.2031
O -1.4685 -0.8809 2.0388
O 8.2251 -2.8232 -2.8460
H 10.1505 -1.8883 -4.3773
H -8.5549 -3.5513 6.5616
F -5.2921 -5.7925 3.8578
H 4.0737 4.3206 -2.8296
H 3.2151 5.1002 -5.0404
C 6.1824 2.1218 -6.1547
C 9.8147 -1.9447 -5.4113
H -1.1325 -3.6970 -0.8361
O -1.4780 -0.8243 -2.9348
O 4.5945 3.6606 -5.3837
C -0.4910 1.7000 5.8245
O -5.2581 -1.8015 -0.2317
H 1.5710 1.4213 5.2835
C 0.5613 6.9090 -2.0598
O 1.4965 6.3702 -1.5457
C -7.0237 -4.2190 4.2234
C -2.3117 -1.6565 1.0740
O -3.1991 -3.7003 -0.5802
H 1.0595 3.1153 5.3888
H 9.9999 -0.9819 -5.8858
O -0.4332 1.0648 8.4602
C -1.9062 -3.9204 -0.0974
F -1.2695 5.8557 -3.1254
O -2.2987 0.4908 0.2796
O -7.8011 -5.0711 4.5309
H -3.6382 -4.6716 -3.7473
F -0.5322 -1.4886 9.2826
C 8.0520 -3.6992 -3.6398
H -0.4459 9.1630 -0.0314
H -3.8002 -0.8580 2.4719
F 0.7047 5.4943 -3.9423
H -8.5754 -1.4258 4.3570
H 7.7254 -1.5478 -4.9860
C -8.5044 -2.4555 4.6985
C -8.6186 -2.5245 6.2054
H 2.3167 4.1544 -2.9274
F 7.9233 -5.3297 -1.9367
F -5.5481 -4.2284 2.3786
F -0.0196 -2.0667 7.2601
C -5.6105 -4.5155 3.6911
H -3.0310 -5.5119 -1.5947
C -0.8054 -1.2740 8.0000
F 8.5007 -6.0182 -3.9066
H -9.2870 -3.0287 4.2033
H 10.4105 -2.7074 -5.9138
H 3.3523 2.7389 -3.0948
H 8.0223 -2.3316 -6.5318
H 1.9117 9.8373 0.3539
H -0.0335 -0.1145 -0.3194
H -1.1249 2.3828 6.3886
C -0.6249 -0.9405 -0.7029
*
```

# 2
The following is a quantum chemistry calculation of a molecular structure, C30H39N7O6PRu in a non-equilibrium geometry, from the Open Molecules 2025 dataset.

## Properties
ΔE to the lowest compared entry with this formula, charge and spin = 197.2 kJ/mol
<S²> = 1.22
Orbital gap (alpha / beta) = 6.50 / 6.33 eV
F_max = 0.0482 hartree/bohr
Highest occupied orbital energy (alpha / beta) = -7.22 / -7.00 eV

ORCA input file:
```
! wB97M-V def2-TZVPD RIJCOSX def2/J DEFGRID3
* xyz 0 2
H -2.2151 -1.7848 -0.9907
C -3.4497 -1.6057 1.7772
H 1.5650 -2.3908 1.4069
H -0.3487 -0.1030 -2.0293
C -5.3459 -1.0281 0.2081
O 4.2312 1.3918 0.3884
P -1.1318 -0.3304 1.2033
H 0.0026 2.6655 1.4880
C 1.8618 3.3659 -2.9010
H -2.2471 2.2990 4.4450
C 1.5708 -0.2515 -2.9901
O 5.6217 2.0601 -1.2014
C -4.3661 -1.7137 -0.7379
H -2.5099 2.0514 1.4174
C -2.9716 -1.1025 -0.5821
O 4.1213 -0.7696 -0.6317
H -5.2088 -0.4530 2.2911
H -5.5042 -2.1710 2.0539
C 2.2828 -0.2238 -4.2131
H -3.2045 3.3758 3.4380
H -3.0950 -1.3866 2.7850
N 2.2219 -0.4308 -1.7952
H -4.3417 -2.7858 -0.5216
C 0.0528 2.6853 2.5773
O 3.8381 4.0380 -4.8106
H 2.1114 -0.0270 -6.3568
H -0.7173 4.0593 4.0719
C -4.9506 -1.3110 1.6674
N -0.3444 -1.6486 1.8820
O 5.4591 3.1240 -3.6132
N 2.1000 2.3686 -0.9268
C 4.1945 3.4836 -3.8046
C 3.6284 0.0988 0.3644
Ru 1.5358 0.4128 0.1301
H 1.0409 3.0593 2.8534
C 1.5653 -0.0550 -5.4205
C 3.6868 -0.3651 -4.1706
H -0.1176 1.2268 4.1627
H 1.1689 -4.3122 3.0683
H -0.3353 0.1753 -6.3354
N -2.7062 -0.7797 0.8316
C -2.3152 2.7440 3.4490
C 4.3162 -0.5498 -2.9792
H -2.9057 -0.1736 -1.1496
H 1.3326 3.8177 -3.7245
C -0.4946 0.0491 -4.1776
C 0.2074 0.0676 -5.4051
C -1.0585 3.5763 3.1538
C 3.5293 -0.5616 -1.8179
H 5.6084 2.7538 -2.7200
H 0.6961 -1.8755 3.6886
H -0.8824 -4.1152 0.8080
H -0.9784 -1.3204 3.8434
H -1.3006 4.3703 2.4433
H -3.4219 1.1049 2.5907
C -0.7539 -3.4518 3.5070
H 0.7242 0.6310 2.7396
C 0.1418 -4.3823 2.6920
O 3.1818 -0.3624 1.4284
N -1.3721 0.6487 2.5654
H 0.8125 -4.5963 0.6432
H 4.2580 -0.3126 -5.0910
H -1.7908 -3.5671 3.1799
H 0.4629 -2.1880 0.0380
H -4.6831 -1.6025 -1.7762
H -6.3653 -1.3679 0.0189
H -3.2614 -2.6716 1.5909
C -0.1187 1.2486 3.0690
C 0.1233 -3.9730 1.2197
C 0.1645 -0.1040 -2.9900
C 3.2054 3.1468 -2.7415
C 0.5266 -2.5063 1.0762
H 0.2701 2.8279 -1.5947
C 4.4988 1.9779 -0.7961
H -5.3184 0.0480 0.0162
N 1.2589 2.8910 -1.7985
C -2.4795 1.6263 2.4297
H -1.5724 0.1591 -4.1788
H -0.1790 -5.4202 2.8056
C 3.3071 2.5111 -1.4763
H -0.7090 -3.7034 4.5702
H 5.3896 -0.6466 -2.8944
C -0.3265 -2.0007 3.3028
N -0.4772 0.3410 -0.0368
*
```

# 3
The following is a quantum chemistry calculation of a molecular structure, C30H40As2Cl2LiN3O13, from the Open Molecules 2025 dataset.

## Properties
ΔE to the lowest compared entry with this formula, charge and spin = 153.5 kJ/mol
Orbital gap = 7.15 eV
F_max = 0.0046 hartree/bohr
Highest occupied orbital energy = -8.80 eV

ORCA input file:
```
! wB97M-V def2-TZVPD RIJCOSX def2/J DEFGRID3
* xyz 0 1
H -2.3328 6.3285 0.1071
O -2.8698 4.0364 0.4975
H 3.5129 -6.0314 -1.9806
O 3.4798 1.3988 1.8625
C -0.1461 5.2923 -0.2026
H 1.4404 3.5666 -1.9231
C -3.9664 4.1600 1.4137
O -0.0123 0.5233 -2.3228
H 1.4268 -5.2781 -3.6742
O 0.6835 6.4658 2.5688
Cl 4.7142 1.9267 1.2533
C 0.6299 1.1233 -1.3007
H 0.9828 4.7945 -3.1119
H 1.7638 -6.9672 -3.3925
H -0.7668 7.7329 1.8161
C -0.1649 1.8211 -0.3055
O 5.2833 0.8024 0.5125
C -1.4194 0.6696 -2.5281
O 2.1314 4.8236 2.3525
N 2.8572 -3.5010 1.2831
H 2.9480 -4.3641 -1.8418
Li 3.2164 0.4818 0.0260
H -1.3312 6.0731 2.1630
N 2.8315 -1.4371 0.4130
H -3.2003 -4.8367 1.4505
C 1.4049 -5.8825 -1.5646
H 2.0829 -7.8884 -1.1740
As -1.0223 4.3088 -1.7003
C 1.1428 -6.1354 -3.0580
H -0.9621 7.1903 3.4951
H -2.7545 8.0412 -0.1326
H -0.1420 -3.9719 0.9046
H -3.1268 -5.0191 -1.0643
H -2.1308 -3.9082 -1.9832
C -2.2033 -4.4357 -1.0316
O 1.8260 0.9037 -1.2159
C -2.2523 7.1788 -0.5671
N 1.7698 -3.3301 0.4948
H 0.9230 2.8237 3.5560
C 0.3052 2.2856 2.8393
H 0.4941 3.1156 -3.3695
H -1.1801 -6.1775 -1.7072
H 0.3401 -7.7172 -1.0012
H 1.0095 -1.7252 -0.6749
H -1.9803 0.4898 -1.6113
Cl -2.3370 -0.5963 3.6112
C 1.7699 -2.0953 -0.0108
C 0.3526 4.6725 0.8724
H -4.4422 5.1077 1.1793
C -1.0446 -5.4419 -0.9133
C 0.3799 -4.8447 -1.0013
O 4.3376 2.9495 0.3172
H 1.4269 -7.1064 0.2535
C 1.2943 -7.2204 -0.8238
H -1.6786 -0.0779 -3.2731
H -1.6629 1.6581 -2.9195
H 3.1762 -5.3520 -0.3926
C 1.1219 5.3566 1.9674
O -2.4393 2.0366 1.4066
C -1.8566 -1.2442 1.0282
C -1.8429 -2.1305 -0.0410
C -0.6798 6.8832 2.4913
H 0.1061 -6.3994 -3.2757
H -0.7530 2.4976 2.9731
C 0.7477 -4.3583 0.4153
C 0.6586 3.8816 -2.6121
C -1.1141 2.7799 -0.4572
C -2.3449 -1.6763 2.2509
O 0.3688 -3.6754 -1.8223
H -4.6645 3.3363 1.2798
C 3.4681 -2.3437 1.2012
H -3.2279 -3.2751 3.3663
H -1.4902 -0.2290 0.9290
As 0.9374 2.7673 1.0742
H 0.4771 1.2160 2.9481
O 1.2541 7.1663 -0.5198
O -0.8933 7.5625 -0.7853
O 5.6070 2.3991 2.2482
H 0.2980 -3.9481 -2.7422
C -2.1683 2.8913 0.6029
C -2.3065 -3.4362 0.0936
H 1.1147 -5.1923 1.0083
C 2.8424 -5.3690 -1.4296
H -3.6055 4.1532 2.4411
H -1.4322 -1.8169 -0.9939
H -1.1382 -5.9938 0.0271
H -2.7150 6.9284 -1.5201
H 4.3886 -2.1289 1.7179
C -2.8389 -2.9611 2.4074
C 0.1337 6.7466 -0.4740
C -2.8211 -3.8282 1.3262
*
```

# 4
The following is a quantum chemistry calculation of a molecular structure, C30H40BrIN4O6Ta in a non-equilibrium geometry, from the Open Molecules 2025 dataset.

## Properties
ΔE to the lowest compared entry with this formula, charge and spin = 0.0 kJ/mol
Orbital gap = 4.87 eV
F_max = 0.0569 hartree/bohr
Highest occupied orbital energy = -15.73 eV

ORCA input file:
```
! wB97M-V def2-TZVPD RIJCOSX def2/J DEFGRID3
* xyz 3 1
N -2.2948 1.4857 0.1029
H -4.3963 3.9358 -2.4203
H -0.2819 6.0464 2.6706
H 1.9184 -5.9091 -1.3777
C 0.2797 -4.2117 0.7962
H -0.1885 7.2195 1.2916
C -1.4138 4.1474 0.4827
C 2.4108 -0.5811 0.3264
C -2.8007 0.1909 0.0657
C 2.2844 -2.7294 1.3955
C 1.3078 2.1172 2.9041
C -3.2874 6.1105 -0.3563
C 3.6056 -1.0493 -3.1194
H 0.2919 2.4901 3.0501
H -2.7274 -2.6081 1.9562
H -5.2814 5.3735 -1.8088
H 4.1607 -1.7525 -2.4947
H -6.4661 3.6019 -0.8966
O -0.5007 3.1803 0.6695
C -3.9004 -0.1327 -0.7523
C 2.1681 -5.4361 -0.4152
C 0.1914 -6.6093 0.5568
H -0.7286 -6.5813 -0.0286
C 1.7344 1.9567 -2.4613
H 0.7384 5.7269 1.3412
H -3.9441 2.3419 -0.9380
H 2.5074 -4.4268 -0.6243
O -5.5347 3.5793 -0.6430
C 3.0346 -1.5977 0.9994
C 3.2586 -6.2122 0.2786
H -0.3281 -7.9908 2.1140
Ta -0.3086 1.2407 0.1665
H -0.4935 -1.8992 -0.2797
C 1.0210 -2.8754 0.7757
H 2.0556 2.8396 3.2456
C -1.3302 5.5604 0.8500
H 4.2376 -6.0038 -0.1885
H 1.3981 3.9206 -0.7310
C -2.9924 2.5181 -0.4429
H 2.2460 3.9309 1.5054
C -3.1033 -1.9653 1.1604
H -3.8119 6.9757 -0.6950
C -4.1971 -2.2473 0.3394
O 3.3187 0.1249 -2.2632
H 4.2172 -0.8029 -3.9763
H 4.0761 -1.4686 1.3256
Br -0.7795 -0.1589 -2.2758
C -2.6031 3.8287 -0.2728
H 2.9876 0.2397 -0.1078
N -2.2199 6.4229 0.3892
C 3.0491 1.3423 -2.9718
H 1.4411 1.1378 3.3412
H -4.7323 -3.1982 0.3902
H 2.9874 1.2656 -4.0389
C -3.5173 4.8043 -0.7211
H 3.1238 -7.3147 0.0710
H 2.6892 -1.5310 -3.4551
H 2.6182 -3.4400 2.1676
H -1.0306 -6.3523 2.3678
C -2.4581 -0.7529 1.0338
H 0.7030 -6.6926 2.6796
C -0.1474 -6.9053 2.0187
C 0.4556 -1.7675 0.2058
C 2.4019 2.9915 0.9452
H 3.1003 3.4002 -1.0429
C -4.6518 -1.2490 -0.5201
O 1.4973 1.9431 1.4859
H 0.8623 -7.3874 0.1460
C 2.1561 3.1426 -0.5184
O -0.9247 -4.2430 1.1039
H 3.2842 -5.9985 1.3633
N 1.0608 -0.5658 0.1919
O 1.6332 1.8956 -1.0373
C -0.1989 6.2075 1.6038
N 0.9152 -5.3470 0.3763
H 1.6270 3.0065 -2.7145
H -4.1807 0.6057 -1.4864
H 0.8843 1.3473 -2.8526
H -5.5744 -1.3443 -1.0640
H 3.9138 1.9709 -2.7320
I -1.2183 0.0640 2.7837
C -4.7270 4.4585 -1.5082
H 3.4220 2.6496 1.1976
*
```

Question: What is the F_max in the fourth record?
Answer: 0.0569 hartree/bohr